# 1
15
Properties=species:S:1:pos:R:3:forces:R:3:mulliken_charge:R:1 method="wB97M-V/def2-TZVPD" energy_ev=-15346.4275 charge=+1 max_force_ev_per_a=5.08 homo_ev="-13.7 / -13.7" relative_energy_ev=5.679
C 1.81982 0.30615 -0.17429 -0.4 3.4 -0.7 0.01
C -0.51241 0.18189 -0.36526 -2.7 0.4 -3.1 -0.53
C -0.50149 1.57804 0.18989 -1.4 1.4 4.0 -0.35
C 0.79354 -1.84345 0.08762 -2.1 -1.3 -1.0 -1.10
N 0.81061 -0.44126 -0.22805 0.7 0.3 1.2 0.12
N 0.59344 2.30562 -0.26098 2.6 -3.6 -2.5 -0.45
I 3.85868 0.18512 -0.11068 -0.9 -0.3 0.0 0.43
H -1.30200 -0.50270 0.05424 0.9 0.9 -0.4 0.46
H -0.71572 0.37716 -1.48118 0.4 -1.1 1.3 0.23
H -1.27150 2.39816 0.00689 -0.3 -1.9 -0.8 0.35
H -0.69634 1.42554 1.29588 1.1 0.4 -0.5 0.30
H 1.59852 -2.47224 -0.11061 2.1 -0.1 -0.9 0.41
H 0.54258 -2.09348 1.07468 -0.3 0.6 1.9 0.44
H -0.03720 -2.26926 -0.45390 -0.2 -0.2 -0.5 0.38
H 1.36776 2.54906 0.29376 0.6 0.9 2.0 0.29



# 2
62
Properties=species:S:1:pos:R:3:forces:R:3:mulliken_charge:R:1 method="wB97M-V/def2-TZVPD" energy_ev=-38499.2703 charge=+1 max_force_ev_per_a=2.99 homo_ev=-11.4 relative_energy_ev=4.777
C 1.56574 -0.63126 -1.36804 0.0 -0.9 -2.8 -0.48
C 0.08337 -0.64737 -1.05750 -0.1 1.4 0.0 0.39
C -0.07289 -0.22840 0.36062 -2.6 0.8 1.0 0.12
C 0.16401 -0.90018 1.50911 0.1 0.7 -1.0 -0.87
N -0.63727 1.12986 0.45411 2.3 -0.2 1.1 0.03
N 2.19030 0.72208 -1.12508 -1.2 -2.1 0.5 0.20
H 2.19331 -1.40236 -0.90057 -1.2 0.7 0.8 -0.19
H 1.71221 -0.99692 -2.42354 -0.2 1.2 0.7 0.49
H -0.58035 0.11112 -1.66008 1.7 -1.7 0.6 -0.08
H -0.19897 -1.67086 -1.23424 -0.5 -0.4 0.0 0.09
H -0.21927 -0.31226 2.35560 0.7 -1.0 0.2 0.24
H 0.69833 -1.87542 1.51827 -1.2 1.0 0.5 0.48
H -0.32570 1.46910 1.37219 -0.2 0.2 -0.5 0.11
H -1.61484 1.36700 0.44478 -0.8 -1.0 -0.6 0.15
H 1.51524 1.45277 -1.21551 -0.8 1.1 -0.9 -0.20
H 2.23162 0.72903 -0.10938 1.3 0.1 0.2 0.51
H 3.04964 0.93011 -1.63093 0.0 -0.2 0.6 0.50
H -3.04096 -2.60812 1.27967 0.6 -0.2 0.1 0.29
H -2.43736 -1.14748 1.16071 0.5 -0.2 0.1 0.38
O -3.22703 -1.68717 1.10697 -0.9 0.3 0.0 -0.68
H -5.38916 -1.66506 -0.78239 0.1 0.0 -1.0 0.37
H -4.02894 -1.53270 -0.35206 0.9 0.0 -0.3 0.36
O -4.51178 -1.58920 -1.20727 -1.0 0.0 0.8 -0.66
H 1.66154 3.86844 1.43942 0.1 0.2 -0.5 0.32
H 2.02744 2.60296 0.61735 -0.2 0.7 0.0 0.21
O 1.74053 2.91574 1.48085 0.3 -0.5 1.0 -0.63
H 1.71462 3.68559 -1.74199 0.0 0.3 -0.1 0.27
H 0.37989 2.99008 -1.63888 0.5 0.5 0.1 0.23
O 1.13398 3.28519 -1.08752 0.1 -0.4 -0.6 -0.53
H 0.66925 -0.49959 5.76677 -0.2 0.2 0.2 0.31
H 0.58260 0.40014 4.52316 -0.5 0.8 -0.3 0.30
O 1.07663 -0.30226 4.92324 0.6 -1.0 0.1 -0.61
H -3.76246 0.87503 -0.74838 -0.4 0.2 0.0 0.41
H -4.62933 0.89829 0.55992 -0.3 -0.2 0.0 0.29
O -3.77728 1.11538 0.19179 0.9 0.3 0.3 -0.66
H 4.88102 -0.93404 -1.74638 0.0 0.1 -0.3 0.28
H 3.83363 -1.96137 -1.43077 0.0 0.4 -0.4 0.29
O 3.93117 -1.08113 -1.84849 1.6 -0.9 0.4 -0.61
H 2.10787 -2.29344 0.93255 0.6 -0.4 1.0 0.26
H 2.36826 -3.88477 1.28707 0.1 0.6 0.9 0.28
O 2.08047 -3.21225 0.67362 -0.2 -0.5 -2.1 -0.64
H 4.52936 3.03735 -0.16980 -0.7 0.3 -0.4 0.29
H 4.95074 1.69778 0.12174 -1.0 -0.2 -0.6 0.29
O 4.20380 2.14129 -0.35567 2.0 0.2 1.1 -0.57
H -1.39809 -4.42583 -1.98780 0.2 -0.8 0.3 0.27
H -0.32989 -4.43227 -0.74398 -0.3 -0.6 -0.4 0.28
O -0.86190 -3.93493 -1.36773 0.1 1.5 0.1 -0.56
H 0.03567 3.01885 2.86166 0.3 0.1 -0.1 0.25
H -1.22699 2.45335 3.54371 0.4 0.0 -0.1 0.30
O -0.32704 2.22610 3.25683 -0.8 -0.3 0.6 -0.59
H -4.09098 -0.20233 -2.41194 0.4 0.5 0.5 0.38
H -4.73986 1.05172 -2.84998 0.8 0.4 0.1 0.28
O -3.86481 0.76545 -2.51557 -1.5 -1.2 -0.5 -0.76
H -1.84576 3.39783 -3.08428 -0.3 -0.2 -0.1 0.34
H -1.26289 3.11699 -1.68181 -0.9 0.0 0.2 0.25
O -1.04438 3.42335 -2.56367 0.4 0.2 0.0 -0.72
H 2.47606 -3.61026 3.99795 0.2 0.0 0.2 0.32
H 1.12742 -2.93688 4.17975 0.2 -0.3 -0.3 0.31
O 1.55280 -3.70986 3.76315 -0.4 0.5 0.1 -0.64
H -1.21803 -0.81546 -3.77377 -0.3 0.4 0.1 0.30
H -2.34328 0.13907 -3.23394 0.1 0.1 -0.3 0.43
O -1.46100 0.11437 -3.63365 0.4 -0.4 -0.2 -0.70



# 3
59
Properties=species:S:1:pos:R:3:forces:R:3:mulliken_charge:R:1 method="wB97M-V/def2-TZVPD" energy_ev=-45889.4625 smiles="O=c1c(Cl)c(N2CCN(c3ccccc3)CC2)cnn1[C@]12C[C@H]3C[C@H](C[C@H](C3)C1)C2" max_force_ev_per_a=0.83 homo_ev=-7.9 relative_energy_ev=1.468
O 0.70285 2.82270 0.32049 0.0 0.0 0.0 -0.73
C -0.01431 1.88422 0.01440 0.0 0.0 0.1 0.41
C -1.35204 1.69629 0.52610 -0.3 -0.1 0.2 0.13
Cl -1.85414 3.00110 1.55042 -0.1 0.0 -0.1 -0.19
C -2.15487 0.62751 0.18051 0.5 0.6 0.1 1.27
N -3.39925 0.38059 0.67165 0.0 0.0 -0.1 0.05
C -3.79564 0.73268 2.02315 -0.1 0.1 0.4 -0.93
C -4.49801 -0.47558 2.68417 0.1 0.2 0.0 -1.20
N -3.91313 -1.70784 2.19885 -0.3 -0.1 0.0 0.06
C -2.62737 -2.02293 2.65505 0.3 -0.2 0.2 0.86
C -2.39794 -2.03583 4.03546 0.0 0.1 0.0 -0.44
C -1.16221 -2.36452 4.55219 0.0 0.1 0.0 -0.65
C -0.11361 -2.69937 3.71128 0.1 0.0 0.0 -0.51
C -0.33050 -2.70918 2.34638 0.1 0.0 0.1 -0.89
C -1.56677 -2.37877 1.82175 -0.2 0.1 -0.1 0.01
C -4.29140 -1.90531 0.81419 -0.1 0.0 -0.1 -0.73
C -4.30907 -0.55457 0.05497 -0.1 -0.2 -0.1 -0.99
C -1.56194 -0.22773 -0.80850 -0.1 0.0 0.0 -1.02
N -0.37534 -0.07803 -1.28290 -0.3 -0.4 -0.2 -1.10
N 0.40094 0.90237 -0.88455 -0.2 0.2 0.2 0.84
C 1.74683 0.94742 -1.48698 0.2 0.1 -0.1 1.07
C 2.80541 0.89664 -0.38092 0.1 0.1 0.0 -1.37
C 4.19610 0.94158 -1.01194 0.2 -0.1 0.1 0.40
C 4.38208 -0.26008 -1.93592 0.0 0.1 0.0 -1.45
C 3.32414 -0.21332 -3.03639 0.1 -0.1 -0.1 0.40
C 3.48480 1.07167 -3.84617 0.0 0.0 0.0 -1.46
C 3.30004 2.27275 -2.92108 0.0 0.2 -0.2 0.40
C 4.34985 2.23418 -1.81180 0.0 0.0 0.0 -1.31
C 1.90433 2.23579 -2.30113 0.1 0.1 0.0 -1.39
C 1.92942 -0.25609 -2.41248 0.1 0.0 -0.1 -1.77
H -4.45846 1.60599 2.01914 0.1 0.0 0.1 0.40
H -2.90258 0.97208 2.59787 -0.1 0.0 0.0 0.71
H -4.40011 -0.39598 3.76478 -0.1 0.0 -0.1 0.32
H -5.56435 -0.49456 2.44386 0.0 0.0 0.1 0.40
H -3.20427 -1.80275 4.71401 -0.1 0.0 0.0 0.39
H -1.01836 -2.36477 5.62286 0.0 0.0 0.1 0.38
H 0.85446 -2.95215 4.11552 0.1 0.0 0.0 0.40
H 0.47241 -2.96831 1.67125 0.1 0.0 -0.1 0.40
H -1.67682 -2.38785 0.74925 -0.1 0.0 -0.1 0.14
H -3.62277 -2.62363 0.34464 0.0 0.0 0.0 0.46
H -5.30074 -2.33697 0.80158 0.1 0.0 -0.1 0.33
H -5.30980 -0.11216 0.11658 0.1 -0.1 -0.1 0.42
H -4.07725 -0.68421 -1.00023 -0.1 0.0 0.0 0.42
H -2.08928 -1.07460 -1.21616 -0.1 -0.1 0.0 0.39
H 2.67342 1.74674 0.28770 0.0 -0.1 0.0 0.55
H 2.68046 -0.02134 0.19913 0.0 -0.1 0.0 0.46
H 4.94837 0.91250 -0.21617 -0.1 0.0 0.0 0.27
H 5.38041 -0.23954 -2.37846 0.1 0.0 0.0 0.50
H 4.28709 -1.18734 -1.36638 0.0 -0.1 0.0 0.48
H 3.44381 -1.07963 -3.69678 0.0 0.0 0.1 0.26
H 4.47628 1.10196 -4.30327 0.0 0.0 -0.1 0.50
H 2.74467 1.10136 -4.64904 0.0 0.0 -0.1 0.48
H 3.40918 3.19886 -3.49597 0.0 0.0 0.0 0.26
H 4.22062 3.09376 -1.15182 0.0 0.1 0.0 0.51
H 5.35122 2.28713 -2.24498 0.1 0.0 0.0 0.48
H 1.76409 3.09675 -1.64808 0.0 0.0 -0.1 0.57
H 1.14086 2.26615 -3.08278 -0.1 0.0 0.0 0.40
H 1.16869 -0.23739 -3.19392 0.0 -0.1 0.0 0.48
H 1.79949 -1.17842 -1.84441 0.0 0.0 0.0 0.47



# 4
16
Properties=species:S:1:pos:R:3:forces:R:3:mulliken_charge:R:1 method="wB97M-V/def2-TZVPD" energy_ev=-7838.9335 smiles="CC[C@H]([NH3+])C=O" charge=+1 max_force_ev_per_a=4.22 homo_ev=-14.6 relative_energy_ev=2.384
C -1.24164 0.64739 1.32924 -1.8 1.1 -2.3 -1.38
C -0.18847 -0.30113 0.84651 3.0 -2.1 2.2 -0.38
C 0.73261 -0.00213 -0.32384 2.2 -0.2 -0.4 0.00
N -0.02131 0.75924 -1.42767 -1.9 -0.3 2.3 -0.34
C 1.26322 -1.41573 -0.74818 2.1 1.4 0.5 -0.23
O 2.29309 -1.83691 -0.29275 -0.9 0.4 0.1 -0.38
H -1.00393 1.70264 1.61699 0.4 -0.6 -1.2 0.36
H -2.18921 0.59011 0.64016 1.5 0.4 1.5 0.34
H -1.48078 0.34022 2.28871 -1.2 -1.1 1.7 0.40
H 0.56718 -0.48515 1.78637 -1.6 0.3 -2.4 0.30
H -0.50036 -1.38299 0.59919 -0.6 1.7 0.8 0.36
H 1.68892 0.59705 -0.12775 -1.6 -0.5 0.0 0.30
H -0.93311 0.19442 -1.63185 1.9 1.4 -0.1 0.40
H 0.56244 0.95109 -2.27054 -0.8 0.2 0.8 0.36
H -0.31392 1.61118 -0.78480 0.5 -1.4 -2.5 0.43
H 0.76526 -1.96931 -1.49976 -1.3 -0.8 -1.0 0.45